# 1
The molecule C4H6O2, computed with ωB97M-V/def2-TZVPD.

```
! RIJCOSX wB97M-V def2-TZVPD def2/J DEFGRID3
* xyz 0 1
C 1.8081 -1.0309 0.3142
C 1.1498 -0.0309 0.4487
C 0.0300 0.8746 0.1968
O -0.6655 1.2687 1.3699
C -0.9775 0.0600 -0.7007
O -0.4981 -1.1220 -1.2897
H 2.3288 -1.9421 0.1381
H 0.3704 1.7699 -0.3438
H -0.0176 1.4039 2.0729
H -1.8445 -0.1359 -0.0585
H -1.2795 0.6793 -1.5453
H -0.4046 -1.7945 -0.6025
*
```

Summary:
* LUMO: 0.0305 Ha
* E_tot: -306.39101 Ha
* relative energy (zero: lowest compared OMol25 entry of this formula, charge and spin): 3.137 eV
* E_HOMO: -0.375 Eh
* structure (SMILES): C#C[C@H](O)CO

Quick look at the Löwdin charges, all values in e: C 0.13; C -0.08; C -0.37; O -0.03; C -0.19; O -0.07; H 0.04; H 0.14; H 0.09; H 0.12; H 0.12; H 0.08

***

# 2
A structure of composition C6H12O, computed with ωB97M-V/def2-TZVPD.

```
! RIJCOSX wB97M-V def2-TZVPD def2/J DEFGRID3
* xyz 0 1
C -2.4802 -0.8234 0.3556
C -1.1376 -1.0006 -0.3470
C -0.0401 -0.1621 0.2921
C 1.2717 -0.0452 -0.4144
C 2.4366 0.6702 0.2398
C -0.3197 1.6380 -0.4965
O -0.2442 2.7016 -0.0082
H -3.2670 -1.3872 -0.1557
H -2.4357 -1.1759 1.3926
H -2.7707 0.2325 0.3677
H -0.8680 -2.0657 -0.3571
H -1.2252 -0.6923 -1.3978
H -0.1293 0.1360 1.3379
H 1.4633 -0.7480 -1.2243
H 0.9194 -1.0059 0.4965
H 3.2416 0.8025 -0.4875
H 2.8519 0.1344 1.1016
H 2.1252 1.6659 0.5804
H 0.6080 1.1252 -1.2756
*
```

Summary:
* LUMO: 0.0368 Ha
* E_tot: -310.86954 Ha
* relative energy (zero: lowest compared OMol25 entry of this formula, charge and spin): 5.163 eV
* E_HOMO: -0.297 Eh

Quick look at the Löwdin charges, all values in e: C -0.11; C -0.26; C -0.34; C -0.32; C -0.09; C -0.17; O 0.05; H 0.07; H 0.08; H 0.07; H 0.11; H 0.11; H 0.14; H 0.12; H 0.18; H 0.08; H 0.08; H 0.07; H 0.12

***

# 3
A cluster of 2 separate species, C5H14 in total, computed with ωB97M-V/def2-TZVPD.

```
! RIJCOSX wB97M-V def2-TZVPD def2/J DEFGRID3
* xyz -1 2
C 1.2206 2.8027 -0.5260
C 1.3950 2.3393 0.9085
H 1.9784 3.5086 -0.8781
H 1.2495 1.9155 -1.1596
H 0.2705 3.3064 -0.7418
H 0.9112 2.9876 1.6438
H 2.4448 2.2238 1.1777
H 0.9393 1.3597 1.1016
C -0.8230 -1.6229 0.4155
C -1.4086 -0.7159 -0.6719
C -0.4593 -2.9979 -0.0976
H -1.5414 -1.7151 1.2340
H 0.0721 -1.1205 0.7806
H -1.3360 0.3503 -0.4445
H -0.7918 -0.8184 -1.5683
H -0.1333 -3.6580 0.7086
H 0.2523 -2.9173 -0.9188
H -2.4106 -1.0082 -0.9825
H -1.3145 -3.4955 -0.5825
*
```

Summary:
* LUMO (alpha / beta): 0.1544 / 0.1552 Ha
* E_tot: -198.82727 Ha
* relative energy (zero: lowest compared OMol25 entry of this formula, charge and spin): 0.143 eV
* <S²>: 0.750
* E_HOMO (alpha / beta): 0.056 / -0.289 Eh

Quick look at the Löwdin charges, all values in e: C -0.35; C -0.30; H 0.03; H 0.02; H 0.03; H 0.04; H 0.04; H 0.03; C -0.40; C -0.28; C -0.23; H 0.08; H 0.07; H 0.03; H 0.03; H 0.05; H 0.04; H 0.04; H 0.05

***

# 4
A cluster of 2 separate species, C2H3N2O3 in total in a non-equilibrium geometry, computed with ωB97M-V/def2-TZVPD.

```
! RIJCOSX wB97M-V def2-TZVPD def2/J DEFGRID3
* xyz -1 1
C -0.1913 0.7024 0.2213
C -1.5754 0.0575 -0.0552
N 1.2416 -0.9666 0.2495
N 2.2512 -0.8088 -0.1704
O 0.3471 1.2133 -0.8010
O 0.2259 0.7031 1.4339
O 3.3560 -0.7549 -0.5542
H -1.3059 -0.5887 -0.7746
H -2.3313 0.8584 -0.3459
H -2.0180 -0.4158 0.7968
*
```

Summary:
* LUMO: 0.1563 Ha
* E_tot: -413.20903 Ha
* relative energy (zero: lowest compared OMol25 entry of this formula, charge and spin): 3.051 eV
* E_HOMO: -0.146 Eh

Quick look at the Löwdin charges, all values in e: C -0.83; C -0.06; N 0.26; N -0.25; O -0.12; O -0.16; O 0.04; H 0.00; H 0.08; H 0.04

***

- Number 2 is which compound?
  C6H12O

***

- What is the relative energy (zero: lowest compared OMol25 entry of this formula, charge and spin) in the third record?
  0.143 eV

***

- Which value of E_tot does entry 3 give?
  -198.82727 Ha